Computed, not measured: a molecular structure, C14H22CaF6N7O6S3, with ωB97M-V/def2-TZVPD.

Last column: natural (NBO) charge in e.
Cartesian coordinates (Å):
Ca (-0.438, -0.448, 0.238)  1.76
C (-0.079, -1.428, 3.529)  -0.26
O (-0.047, -0.306, 2.645)  -0.60
C (0.928, 0.678, 2.984)  -0.10
C (2.221, 0.397, 2.270)  -0.10
O (1.939, 0.232, 0.877)  -0.62
C (3.151, 0.295, 0.113)  -0.26
H (-0.192, -1.078, 4.555)  0.19
H (0.834, -2.022, 3.433)  0.17
H (-0.938, -2.033, 3.251)  0.22
H (1.075, 0.709, 4.066)  0.21
H (0.509, 1.638, 2.675)  0.21
H (2.713, -0.509, 2.644)  0.18
H (2.908, 1.239, 2.408)  0.20
H (3.849, -0.456, 0.493)  0.18
H (3.586, 1.291, 0.199)  0.19
H (2.900, 0.089, -0.926)  0.22
F (-4.396, 3.478, -0.849)  -0.29
C (-3.165, 2.990, -0.859)  0.74
F (-2.932, 2.369, -2.002)  -0.29
F (-2.290, 3.990, -0.721)  -0.32
S (-2.969, 1.856, 0.572)  2.24
O (-1.524, 1.498, 0.514)  -1.07
O (-3.420, 2.558, 1.719)  -0.85
N (-3.869, 0.595, 0.153)  -1.17
S (-3.160, -0.793, 0.011)  2.15
O (-2.279, -0.932, -1.166)  -0.98
O (-2.434, -1.209, 1.229)  -0.99
C (-4.618, -1.927, -0.208)  0.78
F (-5.622, -1.519, 0.538)  -0.28
F (-4.957, -1.926, -1.486)  -0.29
F (-4.240, -3.140, 0.160)  -0.29
C (1.179, 5.891, -2.111)  -0.67
C (0.939, 4.546, -2.682)  0.35
N (0.798, 4.251, -3.942)  -0.24
N (0.602, 2.899, -3.952)  -0.36
C (0.620, 2.346, -2.733)  0.24
S (0.406, 0.708, -2.349)  -0.40
N (0.833, 3.410, -1.922)  -0.21
N (0.986, 3.340, -0.523)  -0.61
H (1.283, 6.597, -2.930)  0.27
H (2.085, 5.900, -1.507)  0.25
H (0.344, 6.210, -1.486)  0.24
H (0.457, 2.404, -4.816)  0.44
H (0.393, 4.077, -0.145)  0.37
H (0.542, 2.462, -0.275)  0.38
N (1.854, -6.654, -0.265)  -0.76
C (1.419, -5.376, -0.173)  0.24
C (0.212, -4.975, -0.764)  -0.30
C (-0.176, -3.664, -0.653)  0.06
N (0.524, -2.715, -0.006)  -0.62
C (1.676, -3.114, 0.551)  0.06
C (2.160, -4.398, 0.503)  -0.31
H (1.295, -7.362, -0.704)  0.40
H (2.692, -6.955, 0.198)  0.40
H (-0.407, -5.677, -1.303)  0.23
H (-1.102, -3.343, -1.117)  0.21
H (2.243, -2.348, 1.067)  0.19
H (3.102, -4.636, 0.978)  0.23

HOMO: -11.0 eV
E_LUMO: -1.823 eV
Relative energy (zero: lowest compared OMol25 entry of this formula, charge and spin): 0.822 eV
E_tot: -104837.175 eV
Strongest force on any atom: 1.98 eV/A
Charge: +1
Molar mass: 634.640 Da